Record 1
Molecular formula: C12H40N11O8
Method: DFT, wB97M-V/def2-TZVPD

The geometry in XYZ format:
```
71
Properties=species:S:1:pos:R:3
O 0.2909 -2.4306 -2.9424
O 1.2524 0.2775 -4.1425
O 0.9571 -0.3996 -0.5039
O 4.1130 -0.6280 0.1253
O 3.3004 1.3898 -2.1752
O -3.5101 -3.6204 1.3206
O 2.4627 -3.3447 -0.4600
O -0.6374 3.4700 3.6644
N 0.8896 -4.0887 0.7535
N -1.7321 -1.8251 -2.0995
N -0.1438 1.6098 -4.9653
N 1.5534 2.3879 -1.2449
N 3.1654 -1.3720 1.9904
N -0.3746 1.1455 -2.8877
N -1.6867 -3.2098 -3.6961
N 5.1839 -0.6797 2.1743
N -2.3449 2.2948 0.6288
N 1.7051 -5.4357 -0.6464
N 2.9414 3.5324 -2.5330
C -1.7847 4.5606 1.1657
C 0.1613 -0.2147 0.6157
C -1.6097 2.6640 2.9470
C 4.1637 -0.8225 1.3716
C 1.7471 -4.2625 -0.0842
C 0.3440 1.0666 -3.9310
C -0.9562 -2.4518 -2.8940
C -1.4497 3.1221 1.3878
C 2.6124 2.3994 -2.0355
C -4.3599 -1.5099 2.1850
C 0.7418 3.0910 3.2950
C -3.1873 -2.4770 2.0472
H -0.4118 2.5829 -5.0039
H -2.6310 -2.8721 -3.8163
H -2.8559 4.7500 1.0967
H 0.4359 0.6421 1.2310
H 3.0540 -1.5492 2.9784
H 0.0987 -4.7068 0.8653
H -2.5940 2.9284 3.3335
H -1.4559 1.5977 3.1130
H 0.8825 -3.1084 0.9965
H 0.9225 -5.9871 -0.3246
H -5.1691 -1.6802 1.4748
H -4.1759 -0.4417 2.0701
H 0.9083 3.1621 -1.1771
H 4.9767 -0.8063 3.1547
H 1.2050 1.5130 -0.8799
H -0.2436 0.5260 -2.1008
H -2.6857 -2.1467 -2.1853
H -2.6232 -2.6341 2.9665
H -2.4840 -1.8880 1.4585
H 2.3423 -5.5359 -1.4235
H 2.7849 4.4252 -2.0875
H 1.4194 3.2045 4.1413
H -0.9140 -0.1073 0.4735
H 0.7338 2.0065 3.1860
H 1.1289 3.4716 2.3498
H -1.2717 5.1632 1.9152
H -2.1444 1.3183 0.7906
H 0.1730 -1.0582 1.3060
H -1.3534 4.8624 0.2112
H -3.3202 -4.3690 1.8908
H -0.4593 3.0138 0.9456
H -1.2968 1.5571 -2.9050
H -1.2307 -1.5554 -1.2653
H -1.2267 -3.8880 -4.2864
H 3.7888 3.4167 -3.0701
H 2.4040 -1.5890 1.3633
H -2.1176 2.3293 -0.3547
H 6.0596 -0.4217 1.7423
H -4.8581 -1.6396 3.1457
H 0.3960 1.2757 -5.7509
```

Computed properties:
Multiplicity   1
Net charge   -1
E_tot   -45861.2492 eV
Molar mass   466.5 g/mol
Frontier orbital gap   5.679 eV
E_HOMO   -3.38 eV
Relative energy (zero: lowest compared OMol25 entry of this formula, charge and spin)   56.1 kcal/mol

Atomic partial charges in e from the Mulliken method, atoms 1 to 4: number 1, O, carries -0.573; number 2, O, carries -0.602; number 3, O, carries -0.723; number 4, O, carries -0.568

Record 2
Molecular formula: C9H11BrClIN4O3P
Method: DFT, wB97M-V/def2-TZVPD

The geometry in XYZ format:
```
31
Properties=species:S:1:pos:R:3
I -4.0746 0.2803 2.9742
Br -1.2376 -0.8477 4.3112
Cl -3.9990 0.7680 -0.1863
P 2.9785 1.1127 -1.4585
O 1.4654 0.3203 -1.6943
O 3.3042 1.7619 -2.9906
O 1.9705 -1.5630 -0.6098
N -2.3748 -0.0544 1.8187
N 1.9057 -0.1363 3.1188
N 2.7509 2.5291 -0.4641
N -2.4369 -1.3688 -3.6705
C -2.4420 0.1848 0.4567
C -1.1943 -0.5107 2.3908
C -1.5669 0.2576 -1.9657
C 1.2704 -1.2307 2.3384
C 1.2099 -0.6543 -0.7410
C -2.5349 -0.8829 -2.4990
C -1.3111 -0.0163 -0.4605
C 0.0119 -0.7172 1.5858
C -0.0507 -0.4579 0.1364
H 0.9199 -1.9810 3.1044
H 1.7764 2.6798 -0.1930
H 2.5495 -0.5787 3.7811
H 2.4548 0.4605 2.4982
H -3.2935 -1.2624 -1.7591
H -3.1681 -2.0969 -3.7131
H -0.6599 0.2002 -2.6112
H 3.3739 2.5135 0.3424
H 2.0070 -1.7734 1.6972
H -2.0312 1.2668 -2.1121
H 2.4241 1.8006 -3.4274
```

Computed properties:
Multiplicity   1
Net charge   +1
E_tot   -121560.2331 eV
Molar mass   496.4 g/mol
Frontier orbital gap   6.432 eV
E_HOMO   -11.79 eV
Relative energy (zero: lowest compared OMol25 entry of this formula, charge and spin)   0.0 kcal/mol

Atomic partial charges in e from the natural (NBO) method, atoms 1 to 4: number 1, I, carries 0.538; number 2, Br, carries 0.206; number 3, Cl, carries 0.100; number 4, P, carries 1.439

Record 3
Molecular formula: C14H27CaO30PS6Ti2
Method: DFT, wB97M-V/def2-TZVPD

The geometry in XYZ format:
```
81
Properties=species:S:1:pos:R:3
Ti 13.1280 -4.8745 -10.2716
Ti 17.5777 -4.9400 -7.0010
Ca 14.5666 -6.1250 -6.6882
S 11.3474 -7.2108 -12.4598
S 20.0700 -9.0764 -12.3216
S 14.4955 -10.7240 -6.8981
S 16.7692 -7.9067 -16.5339
S 18.7067 -2.6832 -13.1025
S 20.7648 -6.9112 -7.8730
P 14.3033 -3.6188 -8.2132
O 19.4350 -6.2623 -7.6357
O 11.7238 -6.3620 -11.3096
O 15.5844 -4.1565 -7.5956
O 14.1772 -9.7551 -8.0239
O 20.9319 -10.4028 -12.8092
O 18.9808 -1.3203 -12.9024
O 15.5984 -11.8153 -7.4148
O 17.4243 -7.9624 -17.8045
O 17.8816 -7.7390 -15.3175
O 10.8848 -8.6371 -11.9101
O 13.2271 -4.7424 -8.0257
O 21.2100 -6.6847 -9.5342
O 13.4447 -11.4613 -6.1332
O 15.5663 -9.9415 -5.9106
O 14.9622 -6.7300 -8.9999
O 16.5438 -7.1028 -7.7559
O 18.3672 -3.3008 -11.5850
O 17.2334 -3.0538 -13.6317
O 16.1667 -6.4073 -16.2856
O 19.6951 -3.4964 -13.7634
O 15.7392 -8.9442 -16.2051
O 14.4393 -3.2312 -9.6833
O 20.5928 -9.1497 -10.7599
O 10.5206 -6.5949 -13.5238
O 12.6694 -7.9366 -13.0957
O 20.8998 -8.2832 -7.5049
O 22.0555 -6.0620 -7.3350
O 18.6320 -9.4658 -12.1834
O 20.4913 -7.8808 -13.0836
O 14.0752 -2.4308 -7.2347
C 22.5480 -5.1494 -8.2713
C 22.4318 -5.9018 -9.6468
C 16.8652 -11.1481 -7.4667
C 16.9380 -5.5358 -15.5976
C 20.8086 -10.5223 -10.4383
C 16.9322 -10.1618 -6.3212
C 11.8831 -9.5176 -11.4942
C 16.0608 -7.2390 -8.8780
C 16.2694 -3.0915 -12.4961
C 17.5335 -6.5561 -14.5930
C 21.2064 -11.3013 -11.7436
C 13.0009 -9.1337 -12.4086
C 16.9089 -7.6656 -10.0176
C 17.0350 -3.3592 -11.2567
H 15.4846 -3.8272 -12.6718
H 11.4924 -10.5141 -11.7000
H 18.3963 -6.1480 -14.0666
H 17.5246 -9.2660 -6.5075
H 20.5886 -12.1884 -11.8825
H 22.2320 -11.6064 -11.9513
H 17.9560 -7.6130 -9.7193
H 16.8503 -10.6425 -8.4322
H 22.2227 -5.2760 -10.5144
H 17.4596 -10.5159 -5.4354
H 16.4503 -8.5676 -10.4226
H 21.5791 -10.6147 -9.6728
H 16.2765 -4.8168 -15.1142
H 17.7540 -11.7587 -7.3078
H 23.2142 -6.6238 -9.8802
H 13.7957 -8.9844 -11.6777
H 15.8189 -2.0995 -12.5302
H 11.9851 -9.2337 -10.4468
H 13.2633 -9.8997 -13.1383
H 21.9605 -4.2463 -8.1061
H 17.6223 -5.1007 -16.3260
H 16.9640 -6.9056 -13.7319
H 16.7550 -2.5885 -10.5387
H 23.6247 -5.1130 -8.1056
H 17.0378 -6.8888 -10.7713
H 19.9639 -10.9520 -9.8998
H 16.7732 -4.2912 -10.7558
```

Computed properties:
Multiplicity   7
E_tot   -215342.4332 eV
Molar mass   1034.5 g/mol
Frontier orbital gap (spin up / spin down)   3.399 / 5.773 eV
E_HOMO (spin up / spin down)   -4.40 / -6.93 eV
Relative energy (zero: lowest compared OMol25 entry of this formula, charge and spin)   0.0 kcal/mol
⟨S²⟩   12.00

Atomic partial charges in e from the Mulliken method, atoms 1 to 4: number 1, Ti, carries 0.507; number 2, Ti, carries 0.411; number 3, Ca, carries 1.072; number 4, S, carries 0.895

Record 4
Molecular formula: C8H11ClN2
Method: DFT, wB97M-V/def2-TZVPD

The geometry in XYZ format:
```
22
Properties=species:S:1:pos:R:3
Cl 0.3103 2.4791 2.6639
N 1.4871 -0.2717 -1.9357
N 0.7504 1.2979 -0.5199
C 1.3198 -3.0335 -2.1397
C -0.5293 -0.1577 1.1177
C -1.0692 1.5737 2.6264
C 0.7943 -0.9779 -0.9167
C 0.6615 -2.2826 -0.9505
C 0.2883 -0.0086 0.0407
C -2.3337 2.0511 1.8329
C 1.5308 0.9596 -1.6025
H -2.7501 2.9070 2.2884
H 0.7106 -3.8722 -2.5217
H -1.0133 -1.0302 1.4805
H -0.1400 -2.8184 -0.3721
H -1.2364 1.0347 3.5550
H 0.7176 2.2197 -0.0248
H -3.0051 1.2385 1.6743
H 2.2773 -3.4545 -1.8371
H 1.5469 -2.2095 -2.9442
H -2.2177 2.6001 0.8085
H 1.9000 1.7554 -2.3234
```

Computed properties:
Multiplicity   3
E_tot   -23969.7583 eV
Molar mass   170.6 g/mol
Frontier orbital gap (spin up / spin down)   5.510 / 7.107 eV
E_HOMO (spin up / spin down)   -5.26 / -8.49 eV
⟨S²⟩   2.11

Atomic partial charges in e from the natural (NBO) method, atoms 1 to 4: number 1, Cl, carries 0.042; number 2, N, carries -0.458; number 3, N, carries -0.533; number 4, C, carries -0.674

Record 5
Molecular formula: C28H24F6N
Method: DFT, wB97M-V/def2-TZVPD

The geometry in XYZ format:
```
59
Properties=species:S:1:pos:R:3
F -6.4069 -1.0936 3.0999
F -6.2079 -1.9757 1.0986
F 1.6761 -6.1240 -2.0144
F 3.5055 -6.1866 -0.8153
F 3.1861 -4.5430 -2.2446
F -5.9813 0.1985 1.3570
N 0.5619 -0.2769 5.5392
C -0.5575 3.5714 2.1888
C -0.5796 2.4228 4.3163
C 1.5256 -1.0923 7.5715
C -0.0897 2.4175 1.5532
C -3.3745 -1.3291 1.0552
C 0.0907 0.6166 6.5949
C 0.2180 1.3092 2.3142
C -0.7617 3.5789 3.5740
C -2.0049 -1.5231 1.2566
C 0.3631 0.0121 4.2498
C -0.1151 -3.7212 0.8178
C -4.2133 -1.1785 2.1461
C 1.8835 -4.5041 -0.2688
C 0.8663 0.0470 1.8631
C -0.0071 -2.0850 2.8187
C 1.5336 -1.2650 6.0434
C -0.0523 1.2815 3.7029
C 2.0430 -3.0460 1.6404
C 2.6660 -3.8133 0.6550
C 2.5553 -5.3392 -1.3254
C 0.6385 -2.9520 1.7112
C 0.4996 -4.4129 -0.2281
C -3.6870 -1.1949 3.4279
C -1.4864 -1.7077 2.5397
C -2.3366 -1.4819 3.6200
C 0.4131 -0.0796 7.9126
C 0.8188 -0.8993 3.1136
C -5.6946 -1.0133 1.9336
H -0.9841 0.8113 6.4989
H 0.3716 -0.3430 0.9700
H 1.2759 -2.2866 5.7232
H -3.7735 -1.3079 0.0491
H -1.1996 -3.7874 0.9022
H -4.3210 -1.0158 4.2878
H 2.5350 -1.0301 5.6437
H 0.6626 1.5601 6.5400
H 1.9320 0.1912 1.6106
H -1.3714 -1.5587 0.3686
H -0.4922 -0.5749 8.2829
H -0.8233 2.3997 5.3735
H 3.7513 -3.8835 0.6302
H 0.0859 2.3911 0.4772
H -1.0561 4.4776 4.0984
H -1.9403 -1.5381 4.6380
H 1.8494 -1.1747 3.3872
H -0.0902 -4.9110 -0.9875
H -0.0069 -2.7161 3.7249
H 2.4887 -0.6697 7.8735
H 0.7360 0.6679 8.6469
H 1.3734 -2.0448 8.0813
H -0.7305 4.4874 1.6286
H 2.6821 -2.5337 2.3656
```

Computed properties:
Multiplicity   1
Net charge   +1
E_tot   -47215.8860 eV
Molar mass   488.5 g/mol
Frontier orbital gap   7.869 eV
E_HOMO   -12.24 eV

Atomic partial charges in e from the natural (NBO) method, atoms 1 to 4: number 1, F, carries -0.320; number 2, F, carries -0.320; number 3, F, carries -0.319; number 4, F, carries -0.321

Question: The lowest molar mass belongs to which entry?
Answer: C8H11ClN2